No. 1
Molecular formula: C29H76FN5O4
Method: DFT, wB97M-V/def2-TZVPD

Geometry as XYZ:
```
115
Properties=species:S:1:pos:R:3
F -0.502 0.036 -0.832
C 8.184 0.820 8.224
C 6.673 0.636 8.066
C 6.058 1.618 7.030
C 4.572 1.198 6.975
N 3.904 2.007 5.762
C 2.451 1.642 5.857
C 1.749 2.761 5.158
C 2.650 3.931 5.282
C 3.810 3.522 6.048
C 4.544 1.765 4.373
H 8.459 1.763 8.698
H 8.552 0.760 7.199
H 8.558 -0.097 8.680
H 6.214 0.742 9.049
H 6.375 -0.370 7.772
H 6.523 1.234 6.122
H 6.231 2.683 7.186
H 4.055 1.523 7.878
H 4.343 0.139 6.857
H 2.227 0.647 5.474
H 2.176 1.700 6.910
H 1.721 2.428 4.121
H 0.749 2.875 5.576
H 3.059 4.112 4.288
H 2.058 4.780 5.623
H 4.737 3.938 5.654
H 3.734 3.770 7.107
H 4.583 0.686 4.221
H 5.565 2.142 4.434
H 4.010 2.216 3.537
C -1.854 -5.944 1.172
N -2.911 -6.881 0.516
C -2.797 -8.254 1.119
C -4.239 -6.221 0.839
C -2.637 -6.935 -1.018
C -3.610 -7.603 -1.997
O -2.999 -7.530 -3.279
H -1.899 -4.911 0.826
H -0.836 -6.313 1.044
H -2.106 -6.017 2.229
H -2.835 -8.182 2.206
H -1.843 -8.649 0.771
H -3.663 -8.830 0.792
H -4.975 -6.773 0.255
H -4.274 -5.194 0.475
H -4.443 -6.479 1.878
H -1.665 -7.417 -1.128
H -2.361 -5.938 -1.363
H -4.538 -7.031 -1.974
H -3.846 -8.628 -1.713
H -3.727 -7.404 -3.891
C -9.040 1.594 -3.946
N -9.109 1.563 -2.370
C -10.336 2.500 -1.975
C -9.323 0.073 -1.984
C -7.798 2.230 -1.727
C -6.687 1.188 -1.347
O -6.089 0.509 -2.455
H -8.178 0.995 -4.238
H -8.897 2.604 -4.330
H -9.897 1.039 -4.328
H -11.201 2.085 -2.493
H -10.161 3.549 -2.214
H -10.492 2.466 -0.897
H -8.483 -0.439 -2.453
H -10.338 -0.191 -2.279
H -9.309 0.154 -0.897
H -8.077 2.829 -0.861
H -7.403 2.882 -2.506
H -7.035 0.516 -0.563
H -5.897 1.723 -0.820
H -5.165 0.391 -2.222
C 5.132 -8.176 -3.770
N 5.119 -6.560 -3.925
C 6.445 -6.021 -4.408
C 3.932 -6.310 -4.935
C 4.799 -6.032 -2.497
C 4.335 -4.608 -2.506
O 2.960 -4.537 -2.723
H 5.809 -8.333 -2.930
H 5.591 -8.479 -4.711
H 4.156 -8.643 -3.641
H 6.578 -6.474 -5.391
H 7.263 -6.158 -3.701
H 6.355 -4.951 -4.599
H 3.960 -6.896 -5.853
H 3.933 -5.265 -5.244
H 2.998 -6.524 -4.417
H 5.745 -6.103 -1.960
H 4.060 -6.689 -2.039
H 4.936 -3.879 -3.050
H 4.384 -4.289 -1.465
H 2.494 -3.731 -2.489
C 0.230 10.146 -4.731
N 0.217 9.437 -3.304
C 1.107 10.240 -2.310
C -1.219 9.636 -2.726
C 0.746 7.966 -3.367
C 0.439 7.155 -2.103
O -0.792 6.463 -2.253
H 1.262 10.174 -5.080
H -0.151 11.159 -4.599
H -0.238 9.412 -5.388
H 2.138 10.366 -2.640
H 1.094 9.931 -1.265
H 0.805 11.285 -2.376
H -1.199 9.224 -1.717
H -1.977 9.345 -3.453
H -1.452 10.700 -2.707
H 1.807 8.014 -3.613
H 0.173 7.511 -4.174
H 0.390 7.792 -1.219
H 1.212 6.432 -1.840
H -0.628 5.536 -2.067
```

As for the charge: +4. The calculation puts the HOMO energy at -11.6 eV. The value obtained for the maximum force is 0.0582 Eh/bohr. The calculated total energy is -1823.64826 Eh. The value obtained for the gap between HOMO and LUMO is 5.7 eV.

***

No. 2
Molecular formula: C29H77B2NO11Pb
Method: DFT, wB97M-V/def2-TZVPD

Geometry as XYZ:
```
121
Properties=species:S:1:pos:R:3
Pb -3.057 -1.427 0.220
B -5.222 -0.734 1.569
H -4.860 -1.866 1.830
H -6.254 -0.458 2.113
H -4.341 0.041 1.905
H -5.397 -0.598 0.373
B -0.823 -0.098 0.569
H -1.764 0.394 1.160
H -0.594 -1.162 1.090
H -1.037 -0.309 -0.606
H 0.161 0.588 0.681
C -0.918 -3.929 -1.363
O -1.275 -3.444 -0.090
C -1.081 -4.389 0.948
C -1.015 -3.737 2.300
O -2.151 -2.912 2.492
C -2.100 -2.206 3.719
H 0.171 -3.913 -1.503
H -1.428 -3.342 -2.123
H -1.155 -4.994 -1.508
H -0.188 -4.998 0.763
H -1.886 -5.141 0.919
H -0.090 -3.162 2.415
H -1.054 -4.531 3.055
H -2.942 -1.518 3.749
H -1.165 -1.635 3.786
H -2.152 -2.878 4.582
C -0.258 1.991 3.463
O -0.313 3.030 4.429
C 0.373 2.768 5.615
C -0.298 1.851 6.608
O -0.430 0.536 6.113
C -1.389 -0.218 6.819
H -0.685 2.364 2.540
H -0.771 1.097 3.824
H 0.768 1.623 3.319
H 0.465 3.728 6.143
H 1.430 2.501 5.456
H -1.280 2.259 6.881
H 0.317 1.851 7.522
H -1.516 -1.171 6.310
H -2.360 0.291 6.824
H -1.069 -0.400 7.851
C 4.796 -3.872 1.207
O 3.620 -4.420 1.726
C 2.451 -3.720 1.403
C 2.384 -2.261 1.801
O 2.238 -2.216 3.230
C 2.025 -0.907 3.718
H 5.559 -4.647 1.135
H 5.175 -3.021 1.782
H 4.675 -3.517 0.171
H 1.598 -4.220 1.862
H 2.271 -3.741 0.311
H 1.492 -1.809 1.362
H 3.291 -1.713 1.535
H 2.808 -0.650 4.438
H 1.067 -0.859 4.247
H 2.020 -0.139 2.940
C -0.068 2.806 -1.683
O -0.884 3.460 -2.624
C -1.100 4.821 -2.315
C -2.316 5.286 -3.090
O -2.600 6.645 -2.794
C -1.875 7.551 -3.584
H -0.080 1.732 -1.863
H -0.532 2.883 -0.686
H 0.953 3.197 -1.666
H -0.223 5.437 -2.549
H -1.304 4.922 -1.241
H -3.196 4.726 -2.771
H -2.195 5.163 -4.171
H -0.815 7.598 -3.291
H -2.262 8.557 -3.439
H -1.895 7.303 -4.652
C -3.699 2.118 -0.117
O -3.634 0.916 -0.890
C -3.728 1.129 -2.286
C -2.772 0.181 -2.969
O -3.078 -1.171 -2.630
C -3.784 -1.860 -3.646
H -3.487 1.859 0.912
H -4.715 2.523 -0.168
H -2.998 2.836 -0.549
H -3.481 2.159 -2.566
H -4.779 0.991 -2.577
H -1.790 0.423 -2.566
H -2.744 0.302 -4.053
H -4.806 -1.470 -3.692
H -3.857 -2.904 -3.341
H -3.280 -1.821 -4.612
C 0.632 -0.958 -3.600
C 2.127 -0.871 -3.327
C 2.755 0.010 -4.406
C 4.158 0.524 -4.079
C 4.106 1.197 -2.713
C 3.597 0.276 -1.597
N 2.311 -0.257 -2.021
O 1.668 -0.978 -0.996
C 4.681 -0.787 -1.284
C 3.382 1.151 -0.374
C 2.695 -2.301 -3.432
H 0.433 -1.310 -4.617
H 0.186 0.038 -3.558
H 0.108 -1.611 -2.902
H 2.783 -0.561 -5.336
H 2.124 0.899 -4.516
H 4.465 1.231 -4.847
H 4.881 -0.294 -4.018
H 3.525 2.124 -2.760
H 5.110 1.510 -2.401
H 5.060 -0.646 -0.269
H 4.284 -1.792 -1.380
H 5.566 -0.693 -1.916
H 2.648 1.937 -0.568
H 3.004 0.622 0.502
H 4.334 1.612 -0.097
H 2.331 -2.899 -2.592
H 3.785 -2.333 -3.341
H 2.469 -2.767 -4.391
H 0.985 -0.402 -0.624
```

The calculation puts the HOMO energy at -8.2 eV. The value obtained for the maximum force is 0.0271 Eh/bohr. The calculated total energy is -2275.74059 Eh. The value obtained for the gap between HOMO and LUMO is 8.4 eV.

***

No. 3
Molecular formula: C29H78N7O10Ti2
Method: DFT, wB97M-V/def2-TZVPD

Geometry as XYZ:
```
126
Properties=species:S:1:pos:R:3
Ti 2.685 2.015 -0.023
Ti -0.968 2.808 0.528
O 0.231 -0.867 -1.014
C -0.290 0.121 -0.275
O -1.543 0.260 -0.232
O 0.485 0.956 0.284
H -0.618 -1.037 -1.428
C -4.593 -3.443 1.433
C -4.123 -1.993 1.084
C -5.222 -0.892 1.068
O -6.173 -1.190 -0.007
C -7.144 -0.213 -0.023
N -2.964 -1.561 1.761
H -3.761 -4.144 1.367
H -5.416 -3.776 0.801
H -4.985 -3.434 2.450
H -3.746 -1.906 0.065
H -4.709 0.051 0.879
H -5.748 -0.755 2.013
H -7.692 -0.157 0.918
H -7.853 -0.475 -0.809
H -6.822 0.783 -0.325
H -2.615 -0.751 1.268
H -2.291 -2.268 1.502
C -5.473 -0.450 -3.349
C -4.159 -0.763 -2.686
C -3.114 -1.382 -3.610
O -1.973 -1.744 -2.851
C -2.072 -2.996 -2.225
N -3.711 0.394 -2.008
H -6.265 -0.060 -2.710
H -5.847 -1.325 -3.881
H -5.389 0.287 -4.147
H -4.430 -1.518 -1.949
H -2.737 -0.617 -4.289
H -3.369 -2.162 -4.328
H -2.206 -3.843 -2.898
H -2.855 -3.019 -1.467
H -1.095 -3.110 -1.757
H -4.428 0.576 -1.320
H -2.904 0.216 -1.429
C 2.909 -0.214 2.780
C 3.215 1.239 2.755
C 3.902 1.669 4.091
O 4.255 3.072 4.067
C 5.135 3.572 5.060
N 4.180 1.357 1.629
H 3.762 -0.845 3.030
H 2.531 -0.551 1.815
H 2.177 -0.474 3.545
H 2.346 1.880 2.606
H 4.839 1.149 4.288
H 3.208 1.519 4.919
H 6.106 3.153 4.796
H 4.666 3.371 6.024
H 5.262 4.634 4.851
H 4.690 2.229 1.652
H 4.915 0.701 1.852
C -0.129 1.903 -3.889
C 0.377 0.883 -4.910
C 1.159 1.613 -6.055
O 0.378 2.596 -6.774
C 1.030 3.803 -7.187
N 1.164 -0.036 -4.135
H -0.674 1.388 -3.097
H -0.796 2.609 -4.383
H 0.643 2.474 -3.374
H -0.542 0.408 -5.251
H 1.497 0.847 -6.752
H 2.006 2.043 -5.520
H 2.040 3.632 -7.560
H 1.147 4.434 -6.306
H 0.399 4.385 -7.860
H 1.327 -0.890 -4.649
H 0.574 -0.297 -3.358
C 3.503 -0.648 -1.508
C 4.102 0.577 -2.182
C 4.692 0.353 -3.645
O 5.183 1.611 -4.165
C 6.562 1.897 -3.913
N 3.058 1.496 -2.371
H 4.359 -1.266 -1.237
H 2.745 -1.157 -2.104
H 3.140 -0.413 -0.508
H 4.857 1.086 -1.584
H 3.903 0.013 -4.317
H 5.488 -0.385 -3.738
H 6.818 1.843 -2.855
H 6.668 2.947 -4.185
H 7.252 1.322 -4.530
H 2.454 1.113 -3.084
H 3.456 2.262 -2.894
C -0.632 -4.137 2.962
C 0.266 -3.277 2.005
C 1.670 -3.757 1.715
O 1.711 -5.075 1.263
C 3.071 -5.500 1.114
N -0.463 -3.146 0.765
H -0.307 -4.158 4.003
H -0.719 -5.150 2.571
H -1.660 -3.776 2.975
H 0.180 -2.271 2.415
H 2.236 -3.733 2.647
H 2.065 -3.075 0.963
H 3.647 -4.823 0.484
H 3.096 -6.534 0.770
H 3.633 -5.519 2.048
H -0.015 -2.424 0.220
H -0.276 -3.964 0.203
C -1.084 1.283 3.541
C -1.997 2.444 3.859
C -1.814 2.962 5.255
O -1.999 1.875 6.189
C -1.895 2.289 7.593
N -1.565 3.453 2.918
H -0.998 1.104 2.469
H -1.477 0.315 3.851
H -0.104 1.480 3.975
H -3.071 2.272 3.787
H -2.372 3.878 5.445
H -0.809 3.352 5.415
H -0.950 2.778 7.827
H -1.948 1.419 8.247
H -2.684 2.965 7.923
H -2.155 4.227 3.186
H -0.611 3.702 3.137
```

As for the charge: +1. The calculation puts the HOMO energy (spin up / spin down) at -7.9 / -10.3 eV. The spin multiplicity is 7. The value obtained for the maximum force is 0.0596 Eh/bohr. The calculated total energy is -3985.86923 Eh. The value obtained for the gap between HOMO and LUMO (spin up / spin down) is 5.8 / 7.8 eV.

***

No. 4
Molecular formula: C29H79N11O8P5
Method: DFT, wB97M-V/def2-TZVPD

Geometry as XYZ:
```
132
Properties=species:S:1:pos:R:3
C 6.160 -5.153 -1.232
C 5.239 -3.820 -1.276
C 4.621 -3.427 0.150
C 3.028 -3.177 0.114
N 2.292 -4.471 0.227
N 1.340 -4.597 -0.794
C 0.054 -3.887 -0.504
C -1.227 -4.772 -0.184
P -2.286 -5.410 -1.569
O -2.016 -6.874 -1.992
O -3.905 -5.436 -0.962
O -2.340 -4.508 -2.984
C -0.142 -2.758 -1.641
O 0.336 -3.049 -2.791
O -0.733 -1.537 -1.430
P 1.163 -6.228 -1.408
C 1.596 -7.412 0.040
C 1.982 -8.856 -0.608
C 2.664 -6.445 -2.582
C 2.642 -5.393 -3.791
H 7.273 -4.918 -1.143
H 5.910 -5.745 -2.175
H 5.820 -5.786 -0.340
H 5.882 -2.934 -1.632
H 4.403 -3.911 -2.050
H 5.075 -2.415 0.464
H 4.880 -4.165 0.979
H 2.691 -2.511 0.974
H 2.711 -2.669 -0.860
H 1.895 -4.624 1.163
H 0.260 -3.284 0.460
H -0.926 -5.672 0.470
H -1.903 -4.140 0.504
H -4.527 -5.334 -1.720
H -2.693 -3.599 -2.822
H 0.726 -7.568 0.754
H 2.550 -7.066 0.584
H 1.687 -9.648 0.157
H 3.105 -8.932 -0.836
H 1.344 -8.961 -1.544
H 3.580 -6.167 -1.934
H 2.824 -7.523 -2.900
H 2.645 -4.333 -3.347
H 3.605 -5.483 -4.392
H 1.704 -5.545 -4.412
O -4.856 -2.648 -3.754
P -5.852 -1.487 -3.924
N -6.866 -2.373 -5.008
C -6.352 -2.893 -6.268
C -7.587 -3.449 -4.324
N -4.774 -0.441 -4.727
C -4.876 -0.020 -6.107
C -3.370 -0.488 -4.320
N -7.004 -0.124 -4.016
C -7.114 0.537 -2.708
C -8.326 -0.177 -4.632
H -7.103 -3.510 -6.772
H -5.451 -3.499 -6.136
H -6.139 -2.090 -6.972
H -8.006 -3.087 -3.377
H -6.935 -4.300 -4.099
H -8.430 -3.798 -4.928
H -4.407 -0.742 -6.784
H -4.375 0.943 -6.252
H -5.910 0.136 -6.422
H -2.840 -1.319 -4.801
H -3.283 -0.607 -3.239
H -2.853 0.442 -4.573
H -7.675 -0.081 -1.999
H -7.601 1.512 -2.792
H -6.119 0.715 -2.287
H -8.998 -0.873 -4.118
H -8.269 -0.444 -5.688
H -8.794 0.814 -4.611
O 2.270 -0.298 3.003
P 0.836 0.162 3.326
N 0.959 1.540 2.302
C 1.975 2.564 2.517
C 0.982 1.159 0.882
N 1.125 0.527 4.970
C 1.120 1.850 5.554
C 2.055 -0.333 5.691
N -0.852 0.632 3.672
C -1.699 -0.564 3.790
C -1.597 1.672 2.971
H 1.963 3.304 1.711
H 2.985 2.147 2.577
H 1.775 3.139 3.419
H 0.218 0.401 0.674
H 1.952 0.747 0.585
H 0.753 2.020 0.246
H 2.095 2.338 5.454
H 0.884 1.796 6.623
H 0.357 2.496 5.117
H 3.097 -0.048 5.498
H 1.925 -1.376 5.395
H 1.879 -0.290 6.770
H -1.872 -1.023 2.812
H -2.663 -0.328 4.248
H -1.217 -1.310 4.432
H -1.748 1.434 1.913
H -1.111 2.644 3.058
H -2.585 1.803 3.427
O 2.639 5.906 2.553
P 2.812 7.267 3.250
N 1.563 8.021 2.326
C 1.636 8.093 0.872
C 0.235 7.524 2.697
N 4.373 7.585 2.641
C 4.717 8.629 1.701
C 5.267 6.444 2.470
N 3.019 8.796 4.151
C 3.320 8.516 5.563
C 2.125 9.946 4.077
H 0.715 8.510 0.454
H 1.803 7.115 0.410
H 2.419 8.776 0.548
H 0.136 7.475 3.787
H 0.046 6.522 2.297
H -0.548 8.201 2.339
H 4.568 8.304 0.665
H 5.769 8.913 1.810
H 4.147 9.545 1.866
H 5.065 5.913 1.531
H 5.154 5.738 3.294
H 6.314 6.759 2.470
H 2.433 8.154 6.092
H 3.701 9.404 6.075
H 4.097 7.748 5.641
H 1.120 9.718 4.449
H 2.054 10.337 3.062
H 2.521 10.774 4.677
```

As for the charge: -1. The calculation puts the HOMO energy at -4.5 eV. The value obtained for the maximum force is 0.1449 Eh/bohr. The calculated total energy is -4063.08532 Eh. The value obtained for the gap between HOMO and LUMO is 4.8 eV.